DFT (ωB97M-V with the def2-TZVPD basis set) results for a cluster of 2 separate species, C5H12O2 in total.

Computed properties:
HOMO level: -8.27 eV
Orbital gap: 9.053 eV
ΔE to the lowest compared entry with this formula, charge and spin: 387.7 kJ/mol

```
! wB97M-V def2-TZVPD RIJCOSX def2/J DEFGRID3
* xyz 0 1
C -1.306 -0.442 1.505
O -0.104 -0.335 0.762
C -0.193 0.494 -0.412
C -0.723 1.886 -0.096
C 1.202 0.575 -1.020
C 1.806 -2.575 -0.690
O 0.501 -2.593 -0.635
H -1.560 0.499 2.005
H -1.141 -1.206 2.268
H -2.148 -0.745 0.865
H -0.879 -0.006 -1.117
H -0.099 2.366 0.666
H -1.761 1.874 0.250
H -0.687 2.495 -1.005
H 1.924 0.882 -0.256
H 1.212 1.315 -1.824
H 1.529 -0.374 -1.450
H 2.131 -1.846 0.109
H 0.142 -1.944 0.019
*
```

=====

DFT (ωB97M-V with the def2-TZVPD basis set) results for a cluster of 2 separate species, C5H12O2 in total at a distorted geometry.

Computed properties:
HOMO level: -9.83 eV
Orbital gap: 10.648 eV
SMILES: CCC=O.CCO
ΔE to the lowest compared entry with this formula, charge and spin: 208.5 kJ/mol

```
! wB97M-V def2-TZVPD RIJCOSX def2/J DEFGRID3
* xyz 0 1
C 2.616 0.457 1.523
C 1.154 0.200 1.214
C 1.046 -0.300 -0.208
O 0.826 -1.422 -0.517
H 3.183 -0.466 1.389
H 2.989 1.218 0.835
H 2.738 0.778 2.561
H 0.802 -0.566 1.901
H 0.597 1.128 1.353
H 1.271 0.480 -0.982
C -1.807 -0.365 -1.867
C -1.539 0.015 -0.392
O -2.695 0.349 0.340
H -2.174 -1.390 -1.918
H -2.552 0.269 -2.371
H -0.899 -0.324 -2.479
H -1.086 -0.932 0.164
H -1.063 1.055 -0.434
H -3.421 -0.169 -0.006
*
```

=====

DFT (ωB97M-V with the def2-TZVPD basis set) results for a structure of composition C5H12O2 at a distorted geometry.

Computed properties:
HOMO level: -8.25 eV
Orbital gap: 9.015 eV
ΔE to the lowest compared entry with this formula, charge and spin: 565.9 kJ/mol

```
! wB97M-V def2-TZVPD RIJCOSX def2/J DEFGRID3
* xyz 0 1
O 0.257 1.626 0.682
C 1.192 0.927 0.365
C 1.285 -0.498 0.822
C 0.010 -1.302 0.481
C -0.518 -1.187 -0.958
C 0.987 -0.422 -2.044
H 2.145 1.375 0.052
H 1.294 -0.403 1.915
H 2.175 -1.006 0.471
H -0.754 -0.995 1.189
H 0.258 -2.335 0.734
H -1.074 -0.261 -1.035
H -1.260 -1.979 -1.097
H 0.145 -1.366 -1.918
H 0.459 0.508 -2.243
H 1.404 -0.758 -2.997
H -1.393 1.158 0.782
H -2.793 1.793 0.955
O -2.353 0.953 0.860
*
```

=====

DFT (ωB97M-V with the def2-TZVPD basis set) results for a cluster of 2 separate species, C5H12O2S in total at a distorted geometry.

Computed properties:
HOMO level: -9.38 eV
Orbital gap: 10.255 eV
ΔE to the lowest compared entry with this formula, charge and spin: 249.7 kJ/mol

```
! wB97M-V def2-TZVPD RIJCOSX def2/J DEFGRID3
* xyz 0 1
C 1.334 -1.551 -0.789
C -3.049 -1.241 0.084
C -2.682 0.981 1.161
C 2.922 1.636 -0.532
C -2.407 -0.090 0.161
O 3.375 -0.817 0.683
O 1.768 0.980 -0.072
S 1.952 -0.536 0.640
H 0.450 -2.090 -0.470
H 2.116 -2.245 -1.073
H -2.820 -1.973 -0.673
H -3.836 -1.499 0.773
H 1.084 -0.899 -1.615
H -3.336 0.623 1.953
H -3.159 1.829 0.671
H -1.748 1.334 1.597
H 3.793 0.986 -0.404
H 3.072 2.552 0.046
H 2.798 1.881 -1.588
H -1.626 0.142 -0.551
*
```

=====

DFT (ωB97M-V with the def2-TZVPD basis set) results for a cluster of 2 separate species, C5H12O2S in total at a distorted geometry.

Computed properties:
HOMO level (alpha / beta): -13.58 / -13.56 eV
Orbital gap (alpha / beta): 10.214 / 5.138 eV
ΔE to the lowest compared entry with this formula, charge and spin: 52.9 kJ/mol

```
! wB97M-V def2-TZVPD RIJCOSX def2/J DEFGRID3
* xyz 1 2
O 1.709 -0.484 -2.169
C 0.507 -0.629 -2.161
C -0.320 -0.963 -0.990
C 0.213 -0.440 0.349
C 0.405 1.155 0.417
S -1.220 1.924 0.460
C -1.689 1.961 2.185
H 0.085 -0.835 -3.160
H -0.580 -2.043 -0.982
H -1.297 -0.495 -1.061
H -0.547 -0.583 1.122
H 1.149 -0.876 0.670
H 1.166 1.288 1.182
H 0.736 1.483 -0.589
H -1.356 1.093 2.723
H -1.588 2.948 2.645
H -2.781 2.026 2.028
H 2.499 -3.481 0.586
H 1.053 -3.828 -0.015
O 1.618 -3.776 0.763
*
```

=====

DFT (ωB97M-V with the def2-TZVPD basis set) results for a cluster of 2 separate species, C5H12O3 in total at a distorted geometry.

Computed properties:
HOMO level: -0.34 eV
Orbital gap: 7.072 eV
ΔE to the lowest compared entry with this formula, charge and spin: 223.2 kJ/mol

```
! wB97M-V def2-TZVPD RIJCOSX def2/J DEFGRID3
* xyz -2 1
C 0.897 1.335 -3.126
O 1.735 0.773 -4.061
C 0.752 0.430 -1.694
C 0.055 1.062 -0.378
C 0.000 0.291 1.007
C -0.442 -1.196 0.943
O -0.160 -2.002 2.077
H 1.265 2.273 -2.559
H -0.288 1.358 -3.314
H 0.358 -0.593 -2.115
H 1.831 0.455 -1.326
H -0.997 1.142 -0.751
H 0.444 2.036 -0.057
H -0.593 0.835 1.962
H 1.064 0.080 1.505
H -0.227 -1.783 -0.021
H -1.593 -1.027 0.893
H -0.928 -1.919 2.763
H -1.178 -1.743 4.392
O -1.996 -1.806 3.860
*
```

=====

DFT (ωB97M-V with the def2-TZVPD basis set) results for a cluster of 2 separate species, C5H12O3 in total at a distorted geometry.

Computed properties:
HOMO level: -9.88 eV
Orbital gap: 10.601 eV
SMILES: CC(=O)CO.CCO
ΔE to the lowest compared entry with this formula, charge and spin: 262.1 kJ/mol

```
! wB97M-V def2-TZVPD RIJCOSX def2/J DEFGRID3
* xyz 0 1
C -1.198 -0.379 -1.960
C -1.080 -0.227 -0.457
O -1.578 0.747 0.120
C -0.963 -1.550 0.303
O -0.909 -1.436 1.695
H -2.152 -0.858 -2.193
H -0.407 -1.009 -2.362
H -1.184 0.604 -2.433
H -1.839 -2.162 0.053
H -0.087 -2.107 -0.062
H -0.674 -0.531 1.955
C 1.388 0.622 -0.368
C 0.985 1.468 1.063
O 1.129 0.731 2.217
H 1.222 -0.417 -0.630
H 2.457 0.547 -0.139
H 1.315 1.354 -1.170
H 1.611 2.367 1.053
H -0.102 1.622 0.893
H 2.065 0.614 2.422
*
```

=====

DFT (ωB97M-V with the def2-TZVPD basis set) results for a cluster of 3 separate species, C5H12O3 in total at a distorted geometry.

Computed properties:
HOMO level (alpha / beta): -14.21 / -14.47 eV
Orbital gap (alpha / beta): 9.330 / 7.047 eV
ΔE to the lowest compared entry with this formula, charge and spin: 141.4 kJ/mol

```
! wB97M-V def2-TZVPD RIJCOSX def2/J DEFGRID3
* xyz 1 2
C 1.860 -0.944 0.166
C 3.129 -1.164 -0.262
C -0.852 1.744 -0.069
O -2.179 1.428 -0.483
C -0.065 0.501 0.251
C 1.083 0.105 -0.420
H 1.400 -1.493 0.978
H 3.725 -0.528 -0.903
H 3.680 -1.942 0.251
H -0.306 2.313 -0.821
H -0.980 2.331 0.841
H -2.385 0.517 -0.246
H -0.565 -0.205 0.914
H 1.349 0.342 -1.444
H -1.037 0.386 -2.555
H -1.172 -1.215 -2.726
O -0.901 -0.484 -2.165
H -1.558 -0.866 3.684
H -0.802 -1.687 2.593
O -0.968 -0.794 2.924
*
```

=====

- Number 8 is which compound?
  C5H12O3

=====

- Look up the ΔE to the lowest compared entry with this formula, charge and spin of the second one.
  208.5 kJ/mol

=====

- Look up the ΔE to the lowest compared entry with this formula, charge and spin of the fourth one.
  249.7 kJ/mol